(1)
The following is a quantum chemistry calculation of a structure of composition AlH6O3 in a non-equilibrium geometry, from OMol25.

CARTESIAN COORDINATES (ANGSTROEM)
Al (-0.0305, 0.9759, -1.6264)
O (-0.2830, -1.0169, 0.5243)
H (-0.8478, -1.2789, 1.2898)
H (0.3149, -1.7840, 0.3847)
O (-2.1990, 1.6645, 0.1527)
H (-2.0181, 1.4677, 1.1030)
H (-3.0960, 1.2801, -0.0246)
O (2.4726, -0.1765, -0.7778)
H (2.6694, -1.1016, -1.0614)
H (3.0176, -0.0302, 0.0359)

Computed properties:
* total charge: +3
* lowest unoccupied orbital energy: -0.7981 Eh
* energy relative to the best compared isomer or geometry (same formula, charge and spin): 106.8 kcal per mole
* E: -12793.728 eV
* highest occupied orbital energy: -0.9680 Eh
* HOMO-LUMO gap: 4.6 eV

Here are the Löwdin charges for atoms 1 to 2, given in e: atom 1 (Al): 1.8433, atom 2 (O): 0.0573

***

(2)
The following is a quantum chemistry calculation of a structure of composition AlO4P in a non-equilibrium geometry, from OMol25.

CARTESIAN COORDINATES (ANGSTROEM)
Al (1.5238, -1.1971, -2.8444)
P (-0.3386, 0.3208, 0.6918)
O (-1.0463, 0.7860, 1.9842)
O (0.8176, 1.1444, 0.0461)
O (-1.2474, 0.0659, -0.5815)
O (0.2909, -1.1201, 0.7039)

Computed properties:
* lowest unoccupied orbital energy: -0.1268 Eh
* energy relative to the best compared isomer or geometry (same formula, charge and spin): 67.9 kcal per mole
* E: -24070.940 eV
* highest occupied orbital energy: -0.3343 Eh
* HOMO-LUMO gap: 5.6 eV

Here are the Löwdin charges for atoms 1 to 2, given in e: atom 1 (Al): 0.9753, atom 2 (P): 0.0008

***

(3)
The following is a quantum chemistry calculation of a structure of composition ArH16O8, from OMol25.

CARTESIAN COORDINATES (ANGSTROEM)
Ar (-0.9181, 0.3653, -0.2759)
O (2.3373, -1.2633, 1.6607)
H (2.2090, -0.3371, 1.4561)
H (3.1482, -1.4986, 1.2098)
O (-3.7758, 0.4161, 1.7938)
H (-3.2653, -0.3739, 1.6165)
H (-3.9109, 0.8128, 0.9332)
O (1.0783, 0.5325, -3.9096)
H (0.7634, 1.1183, -4.5980)
H (1.0400, 1.0585, -3.1108)
O (-2.4816, -2.0417, 1.7939)
H (-1.7604, -1.8987, 2.4067)
H (-3.2399, -2.2148, 2.3518)
O (-0.1252, -1.9123, 3.0579)
H (-0.2108, -2.8111, 3.3757)
H (0.7044, -1.9047, 2.5804)
O (-1.1810, -0.9693, -4.1589)
H (-1.7573, -0.2054, -4.1817)
H (-0.2984, -0.6027, -4.1059)
O (1.8994, 2.6044, -1.9129)
H (1.3152, 3.3025, -1.6170)
H (2.6002, 3.0596, -2.3796)
O (1.8604, 1.4402, 1.6526)
H (1.2493, 1.6452, 2.3602)
H (2.7196, 1.6781, 2.0010)

Computed properties:
* lowest unoccupied orbital energy: 0.0054 Eh
* energy relative to the best compared isomer or geometry (same formula, charge and spin): 5.5 kcal per mole
* E: -30994.390 eV
* highest occupied orbital energy: -0.3887 Eh
* HOMO-LUMO gap: 10.7 eV

Here are the Löwdin charges for atoms 1 to 2, given in e: atom 1 (Ar): 0.1136, atom 2 (O): -0.0527

***

(4)
The following is a quantum chemistry calculation of a structure of composition ArH22O11, from OMol25.

CARTESIAN COORDINATES (ANGSTROEM)
Ar (2.0584, -17.7443, -8.3689)
O (1.4755, -14.5903, -8.0930)
H (1.3806, -13.6428, -7.9948)
H (0.5784, -14.9240, -8.0794)
O (-0.5006, -18.4974, -6.3419)
H (0.1753, -18.0164, -5.8644)
H (-0.8200, -19.1475, -5.7160)
O (2.1464, -21.7785, -10.0490)
H (1.9166, -20.9937, -9.5515)
H (2.1323, -21.4957, -10.9634)
O (6.3362, -17.0024, -7.0082)
H (5.6089, -16.6970, -6.4660)
H (5.9543, -17.6856, -7.5593)
O (0.9619, -20.8401, -7.5195)
H (0.2099, -21.4263, -7.6032)
H (0.6191, -20.0744, -7.0585)
O (4.0028, -16.4598, -5.7685)
H (4.0077, -16.1569, -4.8605)
H (3.9432, -15.6583, -6.2885)
O (5.3612, -19.3096, -8.5820)
H (5.8023, -20.0351, -9.0240)
H (4.6909, -19.7291, -8.0426)
O (1.2634, -17.8855, -12.3633)
H (1.4298, -17.0686, -11.8931)
H (0.3171, -18.0126, -12.2961)
O (3.6742, -20.4072, -6.5065)
H (2.8241, -20.7321, -6.8032)
H (4.1913, -21.1971, -6.3489)
O (1.4349, -15.0617, -10.8903)
H (0.8336, -14.3173, -10.9133)
H (1.9023, -14.9671, -10.0603)
O (-1.2736, -15.5547, -8.3034)
H (-2.0181, -16.0462, -7.9566)
H (-1.4615, -15.4616, -9.2373)

Computed properties:
* lowest unoccupied orbital energy: -0.0038 Eh
* energy relative to the best compared isomer or geometry (same formula, charge and spin): 17.8 kcal per mole
* E: -37234.551 eV
* highest occupied orbital energy: -0.3555 Eh
* HOMO-LUMO gap: 9.6 eV

Here are the Löwdin charges for atoms 1 to 2, given in e: atom 1 (Ar): 0.2100, atom 2 (O): -0.0809